# 1
88
Properties=species:S:1:pos:R:3:mulliken_spin:R:1 method="wB97M-V/def2-TZVPD" spin_multiplicity=3 fmax_ev_per_a=0.4 s_squared=2.008 orbital_gap_ev="6.592 / 6.582" mol_weight_g_mol=540.14 charge=-1
C -3.85439 -2.34558 0.54356 0.000
H -3.36486 -2.66923 1.46563 0.000
H -6.59796 4.67063 -5.00146 0.001
C 4.51703 0.63659 -0.38458 0.001
C 5.89971 -5.58808 3.85553 -0.019
H -4.71440 2.19904 -4.19741 0.004
Cl -0.97000 3.02432 -2.04057 0.001
H -3.32835 3.20805 -3.75689 -0.002
C -2.64965 1.08496 0.28896 0.009
H -6.85621 4.02302 0.96228 0.000
H 6.08708 -5.60371 -0.05676 -0.013
Al -0.81443 1.47571 -0.43897 0.001
C 2.68342 -4.12471 2.24897 -0.006
C -7.62972 4.35824 -1.69730 0.036
C 3.86921 -6.16589 1.51519 0.023
H 1.91471 -4.78995 2.64681 0.000
C -7.63730 4.92982 -3.11416 -0.020
O 3.76973 1.51615 0.40967 0.000
H -4.70530 5.72012 -0.40228 -0.008
H 2.70432 -3.21432 2.83998 0.003
H -4.85013 -1.97789 0.80212 0.000
H 4.35231 -4.15881 4.28392 0.002
H -8.00021 3.32910 -1.72669 0.003
C -6.24173 3.50808 0.21984 -0.007
H 2.22774 1.44055 -0.96478 0.000
N 5.04921 -3.95055 1.66481 0.428
C -4.55835 5.56219 -3.49971 0.022
H 2.99131 -6.68502 1.90152 0.000
H 6.88337 -3.68161 3.68108 0.003
H -5.27026 6.38178 -3.41690 0.001
H 2.00953 0.44244 0.50061 0.000
H -8.29915 4.92654 -1.04430 0.000
H -3.80527 5.66709 -2.71982 -0.010
H -3.42841 1.19488 -0.48322 -0.006
H 3.70569 -5.96858 0.45511 -0.010
H -0.21433 0.12848 -1.11294 0.000
C 6.49800 -4.36739 1.68784 -0.008
C -6.23311 4.33672 -1.06044 -0.007
C -4.32142 3.21097 -4.20769 -0.001
O -5.32973 2.37846 -1.94566 0.538
C -5.21513 4.17632 -3.44076 -0.012
H -2.10600 -1.68265 -0.54410 0.000
C 6.74756 -5.59988 0.80988 0.024
H 2.41550 -3.85570 1.22702 -0.002
H -5.86139 6.46164 -1.51257 0.001
H 7.03041 -2.99380 0.10871 -0.001
H 6.16985 -5.65493 4.91148 0.001
C 7.32671 -3.21237 1.13559 -0.013
H 4.02544 -0.34819 -0.45065 -0.001
H 7.21194 -2.30470 1.72040 0.007
C 6.86696 -4.63918 3.15269 0.034
H 6.62227 -6.54026 1.34335 0.001
H 3.76686 -5.81692 4.18587 -0.001
O -2.71715 -0.26928 0.82300 0.000
H -4.05287 5.66458 -4.45995 0.001
O 5.94558 0.22405 1.57743 0.000
H -3.57998 -0.81279 -0.96228 0.000
H 6.36084 -0.39648 -0.35457 -0.001
C 4.45915 -5.09955 3.73608 0.035
C 4.02093 -4.85506 2.28580 -0.013
H -7.42376 6.00241 -3.09353 -0.001
H 4.60657 1.02503 -1.41252 0.000
C 2.38679 1.41297 0.13001 0.000
H -6.64207 2.51338 0.04975 0.003
N -5.32153 3.65193 -2.03546 0.393
H -6.96827 3.16899 -4.15640 0.002
H 8.37613 -3.51614 1.13396 -0.001
H 7.88500 -5.03940 3.17601 -0.001
C -5.75230 5.74369 -0.70588 0.021
C -3.02920 -1.25865 -0.12178 0.000
H -6.34483 6.10289 0.13721 0.000
H -2.96616 1.72743 1.12225 0.000
H -5.23022 3.39961 0.61175 0.000
O 1.77418 2.47024 0.76002 0.000
H -4.23685 3.55056 -5.24306 -0.001
H 5.16041 -0.28786 1.81292 0.004
O 4.83687 -2.70750 1.88723 0.523
H 6.54516 1.32778 0.00670 0.000
C 0.36701 2.21528 1.02496 0.000
H 7.77505 -5.56620 0.44719 0.001
H -3.95808 -3.21309 -0.11504 0.000
C -6.63865 4.20258 -4.01305 0.035
H -0.01035 3.18721 1.36329 0.000
C 5.91471 0.45344 0.18436 0.000
H -8.63997 4.82874 -3.53631 0.001
H 5.99404 -6.60125 3.45398 -0.001
H 4.71702 -6.83695 1.61567 0.001
H 0.31160 1.54598 1.90474 0.000


# 2
88
Properties=species:S:1:pos:R:3:mulliken_charge:R:1 method="wB97M-V/def2-TZVPD" relative_energy_ev=0.000 spin_multiplicity=1 fmax_ev_per_a=4.2 orbital_gap_ev=4.662 mol_weight_g_mol=645.39
H -31.41276 16.82246 14.63554 0.205
H -33.04074 18.66430 7.24447 0.215
Cl -32.31232 11.10785 14.46912 -0.160
H -27.70041 9.35132 8.58458 0.348
H -26.06303 15.56700 9.88787 0.486
H -23.97473 15.98535 8.89409 0.429
H -25.57820 10.86552 7.86759 0.746
C -25.50117 14.74662 9.44133 -0.619
C -27.95920 8.04744 10.96049 -1.271
C -24.08832 15.15650 9.59279 -0.938
H -27.78813 14.44167 7.70733 0.471
P -27.10801 12.55112 8.94889 0.305
H -28.76123 17.28018 21.28961 0.242
C -23.73438 15.55598 11.01982 -1.225
H -30.23279 16.96269 12.32536 0.017
C -26.27717 11.61748 7.50140 -1.395
C -24.95562 11.69762 5.33329 -0.506
Cl -25.77715 12.54315 17.32995 -0.177
Cl -29.21487 19.59882 20.90411 -0.164
H -27.08110 11.01556 7.07773 0.636
H -29.14440 15.45983 6.08312 0.282
O -35.11909 17.77946 8.84888 -0.331
H -27.28514 10.93906 10.77111 0.568
H -29.64806 17.48224 19.71710 0.204
H -27.46617 12.91983 15.79935 0.220
H -33.50702 20.25553 8.03857 0.265
H -32.66164 13.29860 15.43571 0.226
H -28.78055 11.68740 10.51814 0.681
H -30.97041 14.06768 7.20280 0.358
H -25.32628 12.91458 3.70935 0.320
H -30.56402 18.31416 14.39147 0.339
H -25.67181 14.76024 8.36486 0.250
H -23.95874 11.93324 3.33910 0.385
H -34.30435 17.52264 10.66306 0.261
H -25.77718 11.04992 5.02731 0.339
H -32.02364 18.28532 9.27843 0.279
H -27.14684 7.62855 10.36659 0.299
O -35.82258 19.27457 7.34651 -0.629
Cl -28.31814 13.44953 17.94988 -0.155
C -29.25030 12.86772 7.24690 -0.279
C -25.87546 13.35976 10.00673 -0.607
H -23.75028 13.28851 4.44037 0.306
Cl -34.68043 12.88785 14.56390 -0.182
H -29.82664 12.11991 7.79161 0.077
H -24.18550 11.11178 5.83510 0.378
C -34.95369 18.77837 8.05685 0.503
C -27.14027 13.38595 16.72921 -0.117
H -30.51724 15.29603 4.99462 0.389
C -28.36206 13.66807 8.21748 -0.752
H -29.62424 9.23972 10.97832 0.327
H -30.95161 12.99478 5.83656 0.373
Cl -31.09495 17.49186 21.57778 -0.143
C -28.97911 8.80067 10.21730 -0.616
C -27.98007 11.19061 9.96993 -1.265
C -29.55703 17.79972 20.75585 -0.140
O -29.42627 15.29903 13.25957 -0.861
H -22.67359 15.78921 11.11170 0.383
H -28.67036 12.41682 6.44163 0.124
H -26.93831 14.43953 16.53609 0.225
H -25.00953 12.69791 10.02097 0.534
H -29.10896 14.31803 4.78560 0.303
H -29.61735 8.12862 9.64365 0.384
H -24.04766 14.80607 11.74618 0.316
C -30.41232 17.24609 14.54741 -0.835
H -29.87968 17.08255 15.48425 0.167
C -33.06292 18.60804 9.34032 -0.460
H -26.31039 13.20899 6.02342 0.223
C -29.74017 16.68674 13.25772 -0.194
C -24.42843 12.48482 4.15350 -1.311
C -29.76303 14.73816 5.54965 -1.183
H -28.88663 14.14775 9.04381 0.777
C -32.89089 12.78670 14.50110 -0.146
C -30.31999 13.65385 6.43221 -0.723
H -26.33194 13.47135 10.99024 0.750
H -29.25973 10.15184 8.55469 0.163
C -34.00364 17.48803 9.61593 -0.325
C -33.50904 19.16678 8.09083 -0.294
H -28.27837 7.15804 11.50382 0.390
C -28.42833 9.87603 9.20338 -0.316
H -28.79461 17.22486 13.19097 0.203
H -32.48152 13.40834 13.70479 0.254
C -25.55752 12.56531 6.47836 -0.375
H -24.76697 13.18246 6.90528 0.237
H -32.99856 19.35381 10.13264 0.256
H -24.29237 16.48408 11.14381 0.342
H -33.56476 16.52058 9.37193 0.255
H -23.41313 14.39128 9.20985 0.362
H -27.59732 8.64907 11.79427 0.311